Entry 1:
DFT (wB97M-V/def2-TZVPD) results for 4 unconnected molecules or ions with the total composition C10H16N4O2.

The geometry in XYZ format:
```
32
Properties=species:S:1:pos:R:3
C -2.68625 0.25053 -0.11990
O -1.86507 0.98419 0.80274
C -1.45777 2.21925 0.47881
O -0.58970 2.73923 1.13177
C -2.14788 2.91399 -0.67174
C -1.84258 4.38999 -0.74862
N -2.41642 5.08312 -1.64326
H -2.25736 0.27890 -1.12347
H -2.72045 -0.77450 0.24759
H -3.70937 0.63676 -0.12427
H -3.23046 2.77067 -0.61986
H -1.82999 2.44973 -1.61366
H -1.13724 4.81800 -0.03393
H -2.12765 6.05812 -1.58575
C 2.22657 1.09899 1.61588
C 2.68788 -0.18530 1.10588
N 3.02721 -1.21214 0.71273
H 1.36289 1.44018 1.04850
H 1.93478 0.99666 2.65934
H 3.01918 1.84051 1.53820
C 0.07092 -2.60791 1.35407
C -1.32369 -2.59969 1.78132
N -2.42595 -2.58378 2.11009
H 0.66771 -2.00427 2.03408
H 0.45312 -3.62669 1.35306
H 0.15490 -2.19775 0.34973
C 3.31037 -3.58047 -1.72121
C 2.47275 -4.41951 -2.57126
N 1.80224 -5.07636 -3.23611
H 3.87442 -4.20049 -1.02738
H 4.00588 -3.01047 -2.33412
H 2.69705 -2.88948 -1.14926
```

Output
- SMILES string: [H]/N=C/CC(=O)OC.CC#N.CC#N.CC#N
- Energy above the lowest of the compared OMol25 structures with the same formula, charge and spin: 241.1 kJ/mol

Computed Mulliken charges, given in elementary charges:
1. C -0.66
2. O -0.30
3. C 0.78
4. O -0.61
5. C -0.43
6. C -0.22
7. N -0.60
8. H 0.33
9. H 0.15
10. H 0.32
11. H 0.29
12. H 0.29
13. H 0.36
14. H 0.27
15. C -0.58
16. C 0.38
17. N -0.40
18. H -0.02
19. H 0.28
20. H 0.34
21. C -0.59
22. C 0.30
23. N -0.46
24. H 0.18
25. H 0.35
26. H 0.23
27. C -0.44
28. C 0.28
29. N -0.37
30. H 0.26
31. H 0.28
32. H 0.01

Entry 2:
DFT (wB97M-V/def2-TZVPD) results for C22H24N2O3 in the gas phase.

The geometry in XYZ format:
```
51
Properties=species:S:1:pos:R:3
C 0.55189 1.15686 -4.74743
C 1.21235 2.24133 -3.90344
C 2.50059 1.78289 -3.21966
H 2.94889 2.63456 -2.70478
C 2.28245 0.66643 -2.19267
C 1.43765 1.16263 -1.03654
O 1.76094 2.08778 -0.33049
N 0.25391 0.47455 -0.88606
C -0.54612 0.52857 0.27226
C -0.84645 -0.63208 0.92955
C -1.55956 -0.61030 2.19577
O -1.87303 -1.62028 2.81428
C -1.83814 0.74203 2.69916
C -2.41983 0.88159 3.96128
C -2.69141 2.12377 4.48325
C -2.36557 3.25667 3.74446
C -1.79382 3.14552 2.49647
C -1.52796 1.88537 1.94542
N -0.96672 1.75423 0.69108
C -0.93163 2.89154 -0.20108
H -0.85141 2.53604 -1.22658
H -1.86051 3.45408 -0.10399
H -0.07816 3.53857 0.00934
H -1.52694 4.04286 1.96291
H -2.55557 4.23821 4.15315
H -3.14400 2.22352 5.45773
H -2.64511 -0.02454 4.50346
C -0.43135 -1.94656 0.39851
C -0.82977 -2.36366 -0.86933
C -0.43995 -3.60661 -1.34051
C 0.32848 -4.44189 -0.55763
C 0.70556 -4.04646 0.72739
C 0.33059 -2.79325 1.19503
H 0.60781 -2.45648 2.18010
O 1.44014 -4.94692 1.43292
C 1.76552 -4.64469 2.76928
H 2.27169 -5.52799 3.15582
H 0.86881 -4.44794 3.36411
H 2.44063 -3.78482 2.83346
H 0.63440 -5.41473 -0.90774
H -0.74973 -3.92954 -2.32378
H -1.48196 -1.74025 -1.46710
H 0.20027 -0.42505 -1.34898
H 1.83924 -0.21031 -2.66354
H 3.25271 0.38163 -1.77968
H 3.20569 1.43293 -3.97626
H 1.45429 3.08902 -4.54821
H 0.50901 2.59809 -3.14779
H 1.26222 0.74733 -5.46230
H 0.17667 0.34438 -4.13003
H -0.28769 1.57139 -5.30055
```

Output
- SMILES string: CCCCC(=O)Nc1c(-c2cccc(OC)c2)c(=O)c2ccccc2n1C
- Energy above the lowest of the compared OMol25 structures with the same formula, charge and spin: 167.3 kJ/mol

Computed Mulliken charges, given in elementary charges:
1. C -1.16
2. C 0.04
3. C -0.84
4. H 0.34
5. C -0.63
6. C 0.26
7. O -0.65
8. N 0.21
9. C 0.60
10. C 0.32
11. C 0.43
12. O -0.76
13. C 0.38
14. C -0.58
15. C -0.71
16. C -0.59
17. C -0.65
18. C 0.51
19. N 0.01
20. C -1.65
21. H 0.30
22. H 0.67
23. H 0.38
24. H 0.44
25. H 0.41
26. H 0.40
27. H 0.49
28. C -0.27
29. C -0.47
30. C -0.86
31. C -0.60
32. C 0.48
33. C -0.32
34. H 0.46
35. O -0.46
36. C -0.80
37. H 0.24
38. H 0.35
39. H 0.31
40. H 0.45
41. H 0.40
42. H 0.64
43. H 0.17
44. H 0.31
45. H 0.34
46. H 0.43
47. H 0.37
48. H -0.06
49. H 0.32
50. H 0.22
51. H 0.38

Entry 3:
DFT (wB97M-V/def2-TZVPD) results for C8H14N4O5 in the gas phase in a non-equilibrium geometry.

The geometry in XYZ format:
```
31
Properties=species:S:1:pos:R:3
C -0.83134 1.44576 1.27769
C 0.10432 1.18923 0.04361
C -2.30952 1.50334 0.76358
C -2.89936 0.13391 0.41327
C 1.12446 -0.49146 -1.39817
C 0.91436 -1.93247 -1.78155
C 2.60109 -0.27172 -1.18560
C 3.19400 -0.76759 0.18436
H -0.48829 3.34251 1.08722
H 0.42329 2.65170 2.20623
H -0.79118 0.68069 2.07104
H -2.35076 2.23969 -0.06751
H -2.88907 1.97630 1.57562
H -4.75447 0.95144 -0.00851
H -4.63121 -0.73124 -0.22591
H -0.19281 -0.87744 0.21657
H 0.87591 0.12326 -2.28401
H 3.10402 -0.77387 -2.02668
H 2.86125 0.79560 -1.19282
H 3.04693 -2.23105 1.56144
H 1.60014 -2.07771 0.69129
H 0.09450 -3.54221 -1.31240
N -0.55446 2.71280 1.90797
N -4.20904 0.11600 0.08079
N 0.32642 -0.10357 -0.22542
N 2.58623 -1.90046 0.70831
O 0.68385 2.11870 -0.50654
O -2.25447 -0.90718 0.53304
O 1.29421 -2.46232 -2.80427
O 4.21607 -0.28444 0.65088
O 0.10492 -2.62619 -0.95352
```

Output
- SMILES string: NC(=O)C[C@H](NC(=O)[C@@H](N)CC(N)=O)C(=O)O
- Energy above the lowest of the compared OMol25 structures with the same formula, charge and spin: 80.8 kJ/mol

Computed Mulliken charges, given in elementary charges:
1. C 0.13
2. C 0.22
3. C -1.07
4. C 0.62
5. C -0.02
6. C 0.09
7. C -0.80
8. C 0.33
9. H 0.33
10. H 0.33
11. H 0.39
12. H 0.33
13. H 0.44
14. H 0.19
15. H 0.26
16. H 0.43
17. H 0.61
18. H 0.50
19. H 0.31
20. H 0.29
21. H 0.21
22. H 0.36
23. N -0.79
24. N -0.39
25. N 0.02
26. N -0.30
27. O -0.67
28. O -0.66
29. O -0.60
30. O -0.62
31. O -0.46

Entry 4:
DFT (wB97M-V/def2-TZVPD) results for C5H9N3 in the gas phase in a non-equilibrium geometry.

The geometry in XYZ format:
```
17
Properties=species:S:1:pos:R:3
C 1.75315 1.08414 -0.33079
C 0.41212 0.42798 -0.13995
C -0.95978 -1.00215 0.52636
C -1.86301 -1.64294 1.17350
C -0.98873 -1.17559 -1.00409
H 2.18921 1.88493 1.81941
H 0.83658 2.69137 0.68561
H 2.41067 0.17649 -0.27494
H 1.78766 1.91435 -1.18457
H -2.65376 -2.17534 0.75977
H -1.66212 -1.58709 2.22090
H -0.66375 -2.19635 -1.34147
H -2.27303 -1.09923 -1.13761
H -0.20415 0.55229 -2.26782
N 1.84658 2.17148 0.81838
N 0.11729 -0.09301 0.96653
N -0.08495 0.06870 -1.28922
```

Output
- SMILES string: C=C1CNC(CN)=N1
- Energy above the lowest of the compared OMol25 structures with the same formula, charge and spin: 456.8 kJ/mol

Computed Mulliken charges, given in elementary charges:
1. C -0.40
2. C 0.22
3. C 0.55
4. C -0.95
5. C -0.55
6. H 0.25
7. H 0.27
8. H 0.25
9. H 0.29
10. H 0.33
11. H 0.30
12. H 0.26
13. H 0.26
14. H 0.29
15. N -0.60
16. N -0.56
17. N -0.21

Entry 5:
DFT (wB97M-V/def2-TZVPD) results for a molecular structure, C35H28BaBr2NO3P2 in a non-equilibrium geometry.

The geometry in XYZ format:
```
72
Properties=species:S:1:pos:R:3
Ba 0.19392 0.01815 -0.07508
C 3.93604 0.75405 -0.87096
C 3.69057 -0.52806 -1.62334
C 4.72062 -1.14720 -2.35061
C 4.47087 -2.32497 -2.99680
C 3.18929 -2.90800 -2.93425
C 2.82945 -4.12535 -3.56244
Br 4.10231 -5.09837 -4.57133
C 1.56228 -4.61154 -3.44681
C 0.59224 -3.91327 -2.71144
Br -1.15012 -4.62606 -2.58956
C 0.85266 -2.71248 -2.07087
O -0.02577 -2.03788 -1.39532
C 2.20377 -2.21614 -2.19069
N 2.48159 -1.04350 -1.55012
H 4.90103 1.18931 -1.12293
H 3.92823 0.57107 0.20752
H 3.16710 1.49530 -1.10470
H 5.69922 -0.68816 -2.39156
H 5.24959 -2.82027 -3.56059
H 1.28690 -5.54199 -3.92336
O -0.27142 0.40371 2.47427
P -0.59503 1.70304 3.15025
C -1.97398 2.56742 2.33240
P -1.87977 3.14953 0.59596
O -1.02528 2.29573 -0.29794
C -3.59419 3.14140 0.06951
C -4.64218 3.49272 0.92237
C -5.94634 3.48234 0.45541
C -6.20868 3.11619 -0.85911
C -5.17053 2.76042 -1.70706
C -3.86166 2.77471 -1.24734
C -1.27832 4.83875 0.63061
C 0.07077 5.05760 0.35529
C 0.57563 6.34756 0.35734
C -0.26182 7.42013 0.63276
C -1.60752 7.20727 0.89933
C -2.12014 5.91871 0.89327
C 0.79763 2.83574 3.13182
C 2.02894 2.36118 2.68498
C 3.12359 3.21259 2.62557
C 2.99226 4.53399 3.02829
C 1.76950 5.00805 3.48827
C 0.67227 4.16493 3.53548
C -1.16730 1.48433 4.83196
C -0.52874 2.08084 5.91686
C -0.99764 1.85085 7.20301
C -2.09437 1.02708 7.40542
C -2.72674 0.42146 6.32642
C -2.26485 0.64589 5.04133
H -2.23839 3.42936 2.95332
H -2.82219 1.87753 2.39332
H -4.45038 3.77091 1.95230
H -6.75774 3.75566 1.11646
H -7.22828 3.10561 -1.22078
H -5.37720 2.47069 -2.72846
H -3.04717 2.50082 -1.90506
H 0.72012 4.21990 0.12945
H 1.62168 6.51678 0.13817
H 0.13288 8.42766 0.62657
H -2.26236 8.04549 1.09560
H -3.17601 5.76262 1.07175
H 2.13574 1.31657 2.41695
H 4.07945 2.83985 2.28184
H 3.84734 5.19604 2.99215
H 1.67001 6.03802 3.80386
H -0.27900 4.54875 3.88683
H 0.33530 2.71381 5.76609
H -0.49991 2.31105 8.04584
H -2.45566 0.84779 8.40941
H -3.57423 -0.23078 6.48852
H -2.74599 0.15226 4.20478
```

Output
- Net charge: +1

Computed Mulliken charges, given in elementary charges:
1. Ba 1.83
2. C -1.02
3. C 0.61
4. C -0.84
5. C -0.70
6. C 1.08
7. C -0.17
8. Br -0.22
9. C -0.35
10. C -0.18
11. Br -0.17
12. C 0.89
13. O -0.87
14. C -0.59
15. N -0.28
16. H 0.40
17. H 0.18
18. H 0.21
19. H 0.38
20. H 0.35
21. H 0.42
22. O -0.90
23. P 1.18
24. C -1.29
25. P 1.27
26. O -0.70
27. C 0.50
28. C -0.29
29. C -0.79
30. C -0.49
31. C -0.65
32. C -0.71
33. C 0.34
34. C -0.33
35. C -0.62
36. C -0.54
37. C -0.70
38. C -0.42
39. C 0.28
40. C -0.75
41. C -0.73
42. C -0.53
43. C -0.97
44. C 0.11
45. C 0.66
46. C -0.16
47. C -0.75
48. C -0.45
49. C -0.76
50. C -0.68
51. H 0.47
52. H 0.76
53. H 0.36
54. H 0.41
55. H 0.41
56. H 0.42
57. H 0.38
58. H 0.46
59. H 0.45
60. H 0.42
61. H 0.44
62. H 0.36
63. H 0.76
64. H 0.47
65. H 0.45
66. H 0.46
67. H 0.45
68. H 0.36
69. H 0.42
70. H 0.40
71. H 0.41
72. H 0.38

Entry 6:
DFT (wB97M-V/def2-TZVPD) results for C2H2N2OS2 in the gas phase in a non-equilibrium geometry.

The geometry in XYZ format:
```
9
Properties=species:S:1:pos:R:3
C -2.30667 -0.00226 -0.08580
C -0.27140 0.32058 0.11825
N -1.35233 0.97978 -0.08893
N -1.77917 -1.21967 -0.04070
O -0.46530 -1.04924 0.12019
S 2.57328 -0.73698 -0.02140
S 1.40935 1.01879 0.05460
H -3.25878 0.14454 -0.29743
H 2.63675 -0.85632 -1.48054
```

Output
- SMILES string: SSc1ncno1
- Energy above the lowest of the compared OMol25 structures with the same formula, charge and spin: 101.2 kJ/mol

Computed Mulliken charges, given in elementary charges:
1. C -0.14
2. C 0.56
3. N -0.45
4. N -0.28
5. O -0.09
6. S -0.22
7. S -0.07
8. H 0.48
9. H 0.20

Number 1: HOMO-LUMO gap 10.80 eV, DFT total energy -20683.40978 eV. Number 2: HOMO-LUMO gap 8.48 eV, DFT total energy -32327.14709 eV. Number 3: HOMO-LUMO gap 10.24 eV, DFT total energy -24723.03654 eV. Number 4: HOMO-LUMO gap 9.09 eV, DFT total energy -9796.73229 eV. Number 5: HOMO-LUMO gap 6.80 eV, DFT total energy -203739.74822 eV. Number 6: HOMO-LUMO gap 9.66 eV, DFT total energy -28802.57563 eV.